{
  "formula": "C6H12BrMnN2",
  "method": "ωB97M-V/def2-TZVPD",
  "e_homo_ev": [-12.820, -11.869],
  "multiplicity": 4,
  "lumo_ev": [-3.73, -3.66],
  "charge": 1,
  "species": ["C", "Mn", "N", "H", "H", "H", "H", "H", "H", "H", "H", "Br", "C", "C", "C", "C", "N", "C", "H", "H", "H", "H"],
  "positions_angstrom": [[-2.4101, 0.1736, -0.9037], [-1.1662, 1.4281, -0.1055], [0.3138, 2.3712, 1.0192], [-2.1663, 2.7092, 0.5092], [0.6729, 1.7983, 1.7896], [-1.4571, 3.0915, 0.2057], [-3.3515, 0.6998, -0.7003], [-2.4456, -0.8271, -0.5192], [-2.1409, 0.1831, -1.9622], [1.0984, 2.6299, 0.4086], [-0.0534, 3.2382, 1.4298], [1.8852, -3.0716, 2.5229], [1.4150, -2.1047, 0.9787], [1.8147, -2.5561, -0.2801], [1.4709, -1.7990, -1.3992], [0.7106, -0.6393, -1.2470], [0.2944, -0.2380, -0.0281], [0.6478, -0.9319, 1.0884], [2.3774, -3.4803, -0.3696], [1.7649, -2.0875, -2.4050], [0.3965, -0.0263, -2.0958], [0.3287, -0.5612, 2.0637]],
  "mulliken_charge": [-0.997, 0.443, -0.775, 0.119, 0.246, 0.095, 0.340, 0.300, 0.309, 0.274, 0.388, -0.129, -0.309, 0.001, -0.758, -0.161, 0.032, -0.182, 0.465, 0.384, 0.430, 0.487]
}



{
  "formula": "CH4O3S",
  "method": "ωB97M-V/def2-TZVPD",
  "e_homo_ev": [-9.631, -9.629],
  "lumo_ev": [-0.26, -0.26],
  "charge": 0,
  "species": ["C", "O", "O", "O", "S", "H", "H", "H", "H"],
  "positions_angstrom": [[-0.5040, 1.2167, -0.4101], [1.3085, 0.3115, 1.1626], [-0.3400, -1.7631, 0.4827], [0.4141, -1.5448, -0.6896], [1.1307, 0.3779, -0.2270], [-1.2401, 0.4193, -0.0343], [-0.6506, 1.2810, -1.3956], [-0.3526, 2.0572, 0.0964], [0.2341, -2.3558, 1.0147]],
  "mulliken_charge": [-0.852, -0.419, -0.321, -0.357, 0.622, 0.270, 0.365, 0.364, 0.328]
}



{
  "formula": "C18H32As3F5N5O3Yb",
  "method": "ωB97M-V/def2-TZVPD",
  "e_homo_ev": [-12.965, -12.965],
  "multiplicity": 2,
  "lumo_ev": [-7.01, -7.16],
  "charge": 2,
  "species": ["Yb", "C", "As", "C", "C", "C", "C", "C", "As", "C", "C", "C", "As", "C", "C", "H", "H", "H", "H", "H", "H", "H", "H", "H", "H", "H", "H", "H", "H", "H", "H", "H", "H", "H", "H", "H", "H", "H", "H", "H", "H", "H", "N", "N", "C", "N", "N", "N", "O", "O", "H", "H", "H", "H", "H", "F", "C", "C", "F", "C", "F", "C", "O", "C", "F", "C", "F"],
  "positions_angstrom": [[-0.8643, 1.3112, -1.2058], [-1.2027, -2.4928, 0.6744], [-0.1386, -1.5585, -0.6815], [-0.5697, -2.6781, -2.1574], [1.7146, -2.0046, -0.4443], [2.6610, -1.2443, 0.4835], [4.0520, -2.0045, 0.3364], [2.8828, 0.2223, 0.0132], [1.6259, 1.7006, 0.4387], [1.8363, 2.0288, 2.3492], [2.6531, 3.1753, -0.3947], [2.1560, -1.2305, 1.9548], [1.5531, -2.7916, 3.0594], [3.3277, -3.1077, 3.8978], [0.7442, -1.8048, 4.5196], [-1.2024, -3.6173, 0.5325], [-2.2077, -2.0469, 0.6945], [-0.7629, -2.5273, 1.6200], [-0.2180, -3.7641, -1.9293], [-0.0268, -2.3257, -3.0154], [-1.6320, -2.6508, -2.3826], [2.1669, -2.0359, -1.4438], [1.7901, -3.0443, -0.1071], [4.5110, -1.8481, -0.6580], [3.9682, -3.0439, 0.4457], [4.7231, -1.7197, 1.1514], [3.0343, 0.2513, -1.0605], [3.8544, 0.5057, 0.4113], [2.6816, 1.5230, 2.7539], [1.0146, 1.8762, 2.9682], [1.9354, 3.0954, 2.3186], [3.6615, 3.1395, 0.0599], [2.0819, 4.1209, -0.2785], [2.7932, 2.9871, -1.4362], [1.1593, -0.7343, 1.9556], [2.8091, -0.6819, 2.6289], [3.9301, -3.6659, 3.1834], [3.0868, -3.7896, 4.7208], [3.9102, -2.2089, 4.0417], [0.1251, -1.0012, 4.1892], [1.5172, -1.2391, 5.0028], [0.2365, -2.4673, 5.2901], [-2.4398, 3.5331, -1.9894], [-2.2157, 3.8222, -3.3762], [-1.2718, 3.0672, -4.0306], [-1.3087, 3.1290, -5.3862], [-0.4447, 2.3417, -3.3161], [0.4207, 1.4796, -3.8003], [0.8104, 1.4728, -4.9187], [0.7652, 0.6661, -2.8827], [-3.3542, 3.0598, -1.8514], [-2.5745, 4.4171, -1.5047], [-2.8151, 4.4065, -3.8639], [-2.0451, 3.6937, -5.7829], [-0.5712, 2.7771, -5.9784], [-6.3192, -0.2197, 2.3762], [-5.4101, -0.0421, 1.4215], [-5.7883, -0.4532, 0.1144], [-6.9316, -1.0671, -0.1414], [-4.9064, -0.2155, -0.9179], [-5.1417, -0.7672, -2.1174], [-3.6558, 0.4484, -0.7249], [-2.7991, 0.6743, -1.7767], [-3.3384, 0.6745, 0.5919], [-2.0399, 1.2582, 0.7741], [-4.1707, 0.4728, 1.6779], [-3.8263, 0.7627, 2.9037]],
  "mulliken_charge": [0.731, -0.877, 1.048, -1.338, -1.970, 2.184, -1.965, -1.718, 0.775, -1.290, -1.340, -1.617, 0.314, -1.176, -1.135, 0.355, 0.362, 0.061, 0.401, 0.406, 0.415, 0.635, 0.625, 0.404, 0.528, 0.478, 0.516, 0.737, 0.361, 0.387, 0.561, 0.397, 0.418, 0.423, -0.240, 0.984, 0.341, 0.417, 0.380, 0.341, 0.400, 0.355, -0.450, -0.171, 0.711, -0.350, -0.407, 1.021, -0.597, -0.536, 0.250, 0.319, 0.129, 0.201, 0.224, -0.273, 0.802, 0.092, -0.244, 0.477, -0.290, -0.048, -0.653, 0.659, -0.334, -0.335, -0.270]
}